Molecular formula: C49H67N7O18
Method: DFT, wB97M-V/def2-TZVPD

Values from the calculation:
Relative energy (zero: lowest compared OMol25 entry of this formula, charge and spin) (kcal per mole): 53.06
LUMO energy (hartree): 0.0192
DFT total energy (Ha): -3644.898594
E_HOMO (eV): -9.09

Each line ends with the Löwdin charge.
CARTESIAN COORDINATES (ANGSTROEM)
C1 6.46 -23.93 5.41  -0.203
C2 3.03 -27.79 10.00  -0.257
H1 9.86 -24.22 1.96  0.112
O1 5.76 -30.01 8.02  0.130
C3 6.37 -19.02 10.59  -0.137
C4 3.99 -27.74 8.91  -0.200
H2 5.86 -22.07 14.64  0.073
H3 5.14 -20.55 12.83  0.060
O2 10.48 -19.52 9.43  0.086
H4 9.78 -18.09 8.22  0.145
H5 5.79 -14.54 5.98  0.114
N1 6.37 -27.13 9.79  0.177
N2 7.71 -26.68 2.29  0.153
O3 1.84 -25.94 7.14  0.109
H6 8.79 -24.26 11.07  0.133
H7 10.44 -24.63 5.11  0.132
O4 2.48 -24.02 6.21  0.074
O5 8.67 -20.66 8.94  0.042
H8 7.29 -14.28 6.82  0.134
C5 6.19 -17.09 7.31  -0.579
H9 11.33 -29.81 12.47  0.072
C6 9.35 -23.65 13.08  -0.282
C7 1.68 -24.75 6.95  -0.564
C8 4.94 -18.40 15.28  -0.120
O6 6.76 -16.23 6.47  0.079
C9 8.70 -23.39 11.75  -0.178
C10 7.14 -16.91 10.87  -0.619
N3 4.93 -29.58 4.77  0.068
H10 5.63 -27.71 4.69  0.077
C11 6.57 -30.07 7.16  -0.556
H11 4.06 -28.72 8.36  0.120
H12 3.22 -22.46 12.86  0.104
H13 11.85 -28.87 11.04  0.066
H14 4.15 -29.16 11.24  0.080
H15 8.78 -29.76 10.78  0.138
H16 1.66 -23.44 12.66  0.145
H17 6.12 -21.33 7.28  0.089
O7 6.21 -18.27 7.28  0.164
H18 4.78 -17.66 9.94  0.083
C12 7.33 -23.02 12.04  -0.172
H19 10.32 -22.88 3.14  0.063
C13 3.09 -29.07 10.92  -0.064
C14 3.29 -23.13 10.00  -0.517
C15 6.81 -23.16 7.96  -0.051
H20 2.35 -28.85 11.70  0.062
C16 9.05 -28.67 10.78  -0.204
C17 3.44 -27.67 4.99  -0.034
H21 7.07 -25.88 5.98  0.097
C18 5.55 -21.07 14.86  -0.072
C19 10.16 -19.13 8.15  -0.153
H22 12.06 -28.29 12.64  0.082
H23 2.75 -29.98 10.41  0.072
H24 10.19 -24.27 12.82  0.101
C20 9.84 -24.83 4.14  -0.249
H25 8.36 -19.64 7.13  0.127
H26 10.61 -26.73 3.36  0.114
H27 7.36 -25.22 8.34  0.071
H28 5.41 -18.75 17.35  0.080
H29 8.74 -31.53 5.69  0.102
C21 9.18 -20.16 7.65  -0.056
C22 5.50 -20.54 16.17  -0.065
H30 10.13 -27.18 11.78  0.093
H31 10.42 -21.78 13.36  0.072
C23 3.58 -24.35 11.92  -0.121
C24 5.37 -27.45 9.33  -0.189
H32 3.11 -25.35 12.10  0.125
O8 9.42 -20.66 11.06  0.130
H33 8.99 -29.09 5.62  0.109
H34 4.86 -17.30 15.38  0.111
H35 3.73 -27.03 8.11  0.106
C25 6.84 -24.88 6.34  -0.076
C26 2.36 -28.59 5.06  -0.061
N4 6.29 -22.65 12.31  0.205
H36 1.53 -22.56 5.16  0.128
H37 9.16 -22.57 11.23  0.079
O9 3.86 -24.21 10.54  0.052
C27 9.57 -28.36 9.42  -0.240
H38 11.10 -19.17 7.58  0.138
C28 9.79 -22.47 13.92  -0.082
C29 6.38 -14.86 6.78  -0.081
C30 9.74 -26.38 3.91  -0.175
C31 5.18 -20.22 13.85  -0.195
H39 1.86 -30.58 5.36  0.098
H40 4.18 -31.39 4.91  0.102
H41 5.65 -21.23 16.96  0.089
C32 5.81 -14.97 8.17  -0.076
H42 4.52 -24.22 12.47  0.090
H43 9.70 -20.92 7.11  0.125
O10 3.38 -22.72 8.86  0.132
C33 2.66 -29.91 5.10  -0.070
O11 7.20 -28.99 6.58  0.000
C34 9.50 -20.28 9.92  -0.581
C35 7.82 -31.04 5.54  -0.087
O12 7.83 -15.99 10.84  0.191
C36 2.66 -23.15 12.24  -0.096
H44 6.56 -14.66 8.86  0.110
H45 0.93 -22.13 8.07  0.107
H46 9.37 -28.38 12.81  0.127
H47 10.37 -22.91 14.76  0.077
H48 8.81 -24.51 4.37  0.066
C37 7.00 -24.50 7.65  -0.060
C38 5.25 -19.20 16.41  -0.060
C39 8.54 -26.66 3.11  -0.243
O13 5.61 -16.39 8.31  0.029
H49 6.31 -24.12 4.31  0.123
N5 6.16 -22.70 5.70  0.064
H50 6.57 -19.58 11.51  0.108
C40 5.19 -18.04 10.82  -0.065
O14 7.43 -18.15 10.36  0.030
H51 2.65 -21.95 6.39  0.103
H52 8.08 -28.16 10.84  0.065
O15 7.03 -31.30 6.73  0.045
H53 7.36 -31.41 4.59  0.132
C41 0.71 -22.68 7.19  -0.105
C42 9.96 -28.23 11.87  -0.289
C43 1.93 -22.68 6.17  -0.053
H54 8.89 -21.99 14.42  0.089
H55 2.08 -27.64 9.53  0.101
H56 7.51 -29.11 4.57  0.084
C44 11.34 -28.82 11.99  -0.112
C45 7.99 -29.46 5.46  -0.105
N6 10.06 -28.07 8.46  0.148
H57 4.85 -14.47 8.44  0.154
H58 3.32 -26.61 4.97  0.088
H59 7.05 -22.78 8.95  0.089
C46 4.71 -28.23 4.79  -0.087
O16 2.48 -22.60 10.94  0.042
C47 3.95 -30.37 4.94  -0.181
O17 5.92 -16.90 11.41  0.071
H60 3.00 -26.92 10.64  0.075
H61 -0.26 -22.45 6.82  0.119
O18 0.60 -24.06 7.45  0.045
H62 1.38 -28.10 5.13  0.112
H63 4.39 -18.44 11.44  0.116
C48 10.43 -23.96 2.97  -0.108
H64 11.46 -24.31 2.79  0.060
N7 4.88 -18.94 14.05  0.059
H65 9.68 -26.84 4.86  0.078
H66 8.69 -24.36 13.57  0.109
C49 6.32 -22.32 6.96  -0.147
H67 6.24 -19.74 9.71  0.150